{
  "formula": "C14H17AuNO10P2S",
  "method": "ωB97M-V with the def2-TZVPD basis set",
  "homo_lumo_gap_ev": [9.38, 7.29],
  "total_charge": 1,
  "spin_multiplicity": 3,
  "symbols": ["Au", "C", "C", "O", "P", "O", "O", "O", "P", "O", "O", "O", "H", "H", "H", "H", "H", "H", "H", "O", "S", "C", "C", "C", "C", "C", "C", "C", "C", "C", "C", "C", "C", "H", "H", "H", "H", "H", "H", "H", "H", "H", "H", "O", "N", "O"],
  "positions_angstrom": [[-0.17434, -0.00564, -0.47227], [-3.04802, 0.19345, -4.54634], [-2.57999, -0.10555, -3.12468], [-3.64717, -0.70795, -2.42217], [-1.16555, -1.25562, -3.12953], [0.01182, -0.57435, -3.90154], [-1.58614, -2.51066, -3.96061], [-0.84206, -1.66172, -1.70288], [-1.97928, 1.40983, -2.27320], [-3.12750, 2.48941, -2.39725], [-0.67153, 1.80689, -2.87516], [-1.96051, 1.03944, -0.77018], [-3.39173, -0.72605, -5.01806], [-2.24899, 0.62677, -5.14729], [-3.88611, 0.88758, -4.50164], [-3.45326, -0.69302, -1.47438], [0.04711, 0.39308, -3.68027], [-1.24095, -3.36142, -3.66084], [-2.97937, 3.14328, -3.09210], [1.85895, -0.65181, -0.66288], [2.75018, -0.19040, 0.50550], [2.48809, -1.35448, 1.81917], [1.47313, -2.29516, 1.71392], [1.30891, -3.20786, 2.74410], [2.14611, -3.16906, 3.85135], [3.17273, -2.23783, 3.92800], [3.36307, -1.33035, 2.89665], [1.80359, 1.22112, 1.08117], [1.19580, 1.98718, 0.07226], [0.40270, 3.07724, 0.43589], [0.26394, 3.41745, 1.76875], [0.91812, 2.67833, 2.75059], [1.68740, 1.57389, 2.41647], [0.85578, -2.34594, 0.82628], [0.53331, -3.95864, 2.67638], [2.01174, -3.88459, 4.65121], [3.83903, -2.23093, 4.77952], [4.18447, -0.62395, 2.92895], [1.38259, 1.80145, -0.98116], [-0.08009, 3.65726, -0.33833], [-0.34226, 4.26766, 2.04925], [0.81720, 2.95541, 3.79180], [2.16070, 0.98596, 3.19021], [-0.07537, -0.50011, 3.88849], [-0.98540, -0.07934, 3.26403], [-1.21085, 0.04972, 2.10287]]
}

{
  "formula": "C6H12N2O2",
  "method": "ωB97M-V with the def2-TZVPD basis set",
  "homo_lumo_gap_ev": 10.35,
  "smiles": "CC[C@H]1N[C@H]1[C@@H](O)C#N.O",
  "spin_multiplicity": 1,
  "symbols": ["C", "C", "C", "N", "C", "C", "O", "C", "N", "H", "H", "H", "H", "H", "H", "H", "H", "H", "H", "O", "H", "H"],
  "positions_angstrom": [[2.35508, -2.18770, -3.12682], [2.90827, -2.69131, -1.79608], [3.46371, -1.56626, -0.95703], [2.50504, -0.73923, -0.22394], [3.48639, -1.51367, 0.52768], [2.98471, -2.66453, 1.38341], [4.02052, -3.42374, 1.93335], [2.05450, -2.15003, 2.44261], [1.21126, -2.39465, 3.23907], [3.12998, -1.66213, -3.70444], [1.98867, -3.02125, -3.74145], [1.51621, -1.49638, -2.95999], [2.11078, -3.21541, -1.25088], [3.71384, -3.42085, -1.97093], [4.27723, -1.01398, -1.43760], [2.72665, 0.25120, -0.24280], [4.27479, -0.92893, 1.00996], [2.37422, -3.35045, 0.77644], [4.38046, -2.96524, 2.70326], [0.16261, -1.90630, 0.66368], [-0.14456, -2.09266, 1.72050], [0.84610, -1.35795, 0.21071]]
}

{
  "formula": "C4H4BrClO3",
  "method": "ωB97M-V with the def2-TZVPD basis set",
  "homo_lumo_gap_ev": [6.32, 5.99],
  "spin_multiplicity": 3,
  "symbols": ["C", "C", "C", "C", "O", "O", "O", "Cl", "Br", "H", "H", "H", "H"],
  "positions_angstrom": [[1.15008, 1.25265, 2.54157], [0.01334, -0.03522, 0.96994], [-1.00596, 0.67482, 1.90278], [0.26193, 0.60885, -0.42651], [2.09545, 1.61559, 3.14914], [1.19207, 0.12758, 1.71910], [-0.03900, 1.71733, 2.57236], [-2.25564, 1.68080, 1.13476], [-1.67400, -0.48732, 3.22079], [-0.27673, -1.07010, 0.94086], [0.01921, 1.67592, -0.40872], [-0.51888, 0.22361, -1.10668], [1.27856, 0.47795, -0.59541]]
}

{
  "formula": "C4H9N",
  "method": "ωB97M-V with the def2-TZVPD basis set",
  "homo_lumo_gap_ev": 10.45,
  "smiles": "CCN1CC1",
  "spin_multiplicity": 1,
  "symbols": ["C", "C", "N", "C", "C", "H", "H", "H", "H", "H", "H", "H", "H", "H"],
  "positions_angstrom": [[-1.14662, -0.73874, 1.27786], [-0.87181, -0.25070, -0.14093], [0.53048, -0.44345, -0.50625], [1.14597, 0.53087, -1.39499], [1.53407, 0.83560, -0.00961], [-0.85363, -1.78918, 1.38750], [-0.58219, -0.14721, 2.00880], [-2.21263, -0.65123, 1.51832], [-1.16393, 0.80910, -0.23955], [-1.47460, -0.82502, -0.85854], [0.44531, 1.22560, -1.85633], [1.86965, 0.11398, -2.09750], [1.79316, -0.28102, 0.37279], [0.92235, 1.54627, 0.51435]]
}